# 1
{
  "formula": "C3H11N2S",
  "method": "ωB97M-V/def2-TZVPD",
  "smiles": "CC[NH2+][C@@H](N)S",
  "spin_multiplicity": 1,
  "total_energy_ev": -17096.6611,
  "fmax_ev_per_a": 3.71,
  "charge": 1,
  "lumo_ev": -3.189,
  "homo_lumo_gap_ha": 0.403,
  "de_lowest_kcal_mol": 54.24,
  "symbols": ["C", "C", "N", "C", "N", "S", "H", "H", "H", "H", "H", "H", "H", "H", "H", "H", "H"],
  "positions_angstrom": [[1.800, -0.504, 0.862], [1.134, 0.512, -0.090], [0.014, -0.065, -0.860], [-1.121, -0.480, 0.120], [-1.344, 1.088, 0.749], [-2.603, -1.111, -0.670], [2.892, -0.493, 0.838], [1.625, -0.300, 1.933], [1.281, -1.551, 0.734], [1.913, 0.843, -0.871], [0.685, 1.431, 0.372], [0.362, -0.812, -1.570], [-0.323, 0.662, -1.487], [-0.581, -1.278, 0.764], [-1.143, 0.923, 1.727], [-2.347, 1.319, 0.773], [-3.102, 0.097, -0.985]],
  "nbo_charge": [-0.66, -0.26, -0.55, -0.08, -0.83, 0.10, 0.27, 0.24, 0.21, 0.24, 0.27, 0.45, 0.44, 0.26, 0.38, 0.39, 0.14]
}


# 2
{
  "formula": "C29H53BNO19",
  "method": "ωB97M-V/def2-TZVPD",
  "spin_multiplicity": 1,
  "total_energy_ev": -71998.9824,
  "fmax_ev_per_a": 2.73,
  "charge": -1,
  "lumo_ev": 1.561,
  "homo_lumo_gap_ha": 0.214,
  "symbols": ["C", "C", "C", "C", "C", "C", "B", "N", "C", "C", "C", "O", "C", "C", "H", "H", "H", "H", "H", "H", "H", "H", "H", "H", "H", "H", "H", "H", "H", "H", "H", "C", "O", "C", "O", "O", "C", "H", "H", "H", "H", "H", "H", "C", "O", "C", "O", "O", "C", "H", "H", "H", "H", "H", "H", "C", "O", "C", "O", "O", "C", "H", "H", "H", "H", "H", "H", "C", "O", "C", "O", "O", "C", "H", "H", "H", "H", "H", "H", "C", "O", "C", "O", "O", "C", "H", "H", "H", "H", "H", "H", "C", "O", "C", "O", "O", "C", "H", "H", "H", "H", "H", "H"],
  "positions_angstrom": [[-3.051, 5.281, 4.048], [-3.741, 4.607, 2.911], [-4.189, 3.299, 3.010], [-4.885, 2.682, 1.990], [-5.182, 3.340, 0.801], [-6.020, 2.732, -0.275], [-5.989, 1.078, -0.580], [-7.330, 0.600, -1.254], [-4.778, 0.700, -1.674], [-3.856, -0.342, -1.279], [-4.480, -1.781, -0.689], [-3.665, -1.390, -2.002], [-4.668, 4.629, 0.691], [-3.970, 5.255, 1.706], [-2.495, 4.578, 4.651], [-3.772, 5.744, 4.710], [-2.398, 6.067, 3.699], [-4.000, 2.743, 3.913], [-5.211, 1.667, 2.110], [-5.793, 3.282, -1.185], [-7.051, 2.954, -0.015], [-5.875, 0.455, 0.470], [-8.139, 0.866, -0.706], [-7.445, 1.102, -2.132], [-4.168, 1.595, -1.800], [-5.177, 0.357, -2.620], [-2.981, -0.034, -0.727], [-4.145, -2.807, -0.764], [-3.763, -1.676, 0.176], [-4.853, 5.159, -0.225], [-3.615, 6.261, 1.571], [-0.699, 2.811, 3.289], [0.493, 2.011, 3.242], [0.549, 1.013, 2.361], [-0.282, 0.721, 1.548], [1.759, 0.469, 2.502], [2.134, -0.557, 1.574], [-0.478, 3.567, 4.036], [-0.890, 3.287, 2.330], [-1.572, 2.240, 3.592], [2.144, -0.172, 0.557], [1.466, -1.413, 1.631], [3.138, -0.847, 1.862], [-2.974, -5.059, -1.790], [-2.679, -5.962, -0.714], [-3.237, -7.158, -0.826], [-3.922, -7.548, -1.734], [-2.897, -7.880, 0.246], [-3.440, -9.200, 0.252], [-2.461, -4.128, -1.568], [-2.618, -5.461, -2.735], [-4.043, -4.874, -1.851], [-3.091, -9.765, -0.609], [-4.528, -9.169, 0.247], [-3.083, -9.656, 1.170], [4.285, -3.608, -2.640], [5.577, -3.076, -2.330], [5.560, -2.166, -1.362], [4.588, -1.778, -0.769], [6.805, -1.743, -1.156], [6.909, -0.764, -0.115], [4.450, -4.328, -3.435], [3.858, -4.098, -1.768], [3.618, -2.818, -2.977], [6.581, -1.179, 0.835], [6.318, 0.118, -0.351], [7.960, -0.500, -0.057], [-10.753, -4.310, -4.762], [-9.343, -4.154, -4.662], [-8.965, -3.215, -3.768], [-9.740, -2.567, -3.116], [-7.654, -3.162, -3.762], [-7.054, -2.193, -2.852], [-10.910, -5.086, -5.507], [-11.180, -4.615, -3.809], [-11.225, -3.383, -5.084], [-7.315, -2.410, -1.823], [-7.356, -1.181, -3.086], [-5.984, -2.306, -2.988], [5.600, 4.663, 2.214], [6.253, 5.015, 0.987], [6.656, 3.973, 0.267], [6.528, 2.817, 0.573], [7.230, 4.424, -0.844], [7.706, 3.397, -1.720], [5.334, 5.607, 2.678], [4.708, 4.074, 2.017], [6.273, 4.102, 2.858], [6.886, 2.763, -2.048], [8.463, 2.791, -1.227], [8.139, 3.918, -2.567], [13.695, 0.767, 1.570], [12.885, 1.943, 1.489], [11.596, 1.734, 1.751], [11.102, 0.675, 2.035], [10.954, 2.892, 1.640], [9.547, 2.808, 1.897], [14.703, 1.094, 1.334], [13.660, 0.346, 2.572], [13.363, 0.023, 0.850], [9.360, 2.472, 2.914], [9.064, 2.136, 1.193], [9.157, 3.814, 1.769]],
  "lowdin_charge": [-0.07, -0.32, -0.07, -0.03, -0.24, -0.13, -0.61, 0.02, -0.11, -0.40, -0.02, -0.10, -0.05, -0.07, 0.05, 0.07, 0.07, 0.10, 0.09, 0.08, 0.09, 0.08, 0.02, 0.03, 0.10, 0.10, 0.14, 0.04, 0.06, 0.10, 0.10, -0.03, -0.01, -0.62, 0.14, -0.01, -0.03, 0.08, 0.10, 0.09, 0.10, 0.10, 0.09, -0.03, 0.01, -0.63, 0.12, 0.00, -0.05, 0.09, 0.10, 0.10, 0.09, 0.10, 0.09, -0.04, 0.01, -0.63, 0.12, 0.01, -0.03, 0.09, 0.10, 0.10, 0.10, 0.09, 0.09, -0.07, -0.02, -0.64, 0.12, 0.01, -0.01, 0.09, 0.09, 0.09, 0.09, 0.07, 0.08, -0.03, 0.01, -0.64, 0.11, 0.01, -0.03, 0.09, 0.10, 0.09, 0.10, 0.09, 0.09, -0.04, 0.00, -0.63, 0.13, 0.01, -0.03, 0.09, 0.10, 0.10, 0.10, 0.08, 0.10]
}


# 3
{
  "formula": "C34H57GaN3O2SSi",
  "method": "ωB97M-V/def2-TZVPD",
  "spin_multiplicity": 1,
  "total_energy_ev": -115831.2854,
  "fmax_ev_per_a": 2.73,
  "charge": 1,
  "lumo_ev": -3.916,
  "homo_lumo_gap_ha": 0.276,
  "symbols": ["O", "O", "C", "C", "H", "H", "H", "H", "H", "C", "C", "H", "H", "H", "H", "H", "C", "C", "C", "H", "H", "H", "H", "H", "C", "H", "H", "H", "H", "H", "H", "N", "C", "C", "C", "C", "H", "H", "H", "C", "H", "H", "H", "N", "C", "C", "C", "C", "H", "C", "H", "C", "H", "C", "C", "C", "C", "C", "C", "H", "C", "H", "C", "H", "C", "C", "Ga", "H", "H", "H", "H", "H", "H", "H", "H", "H", "H", "H", "H", "H", "C", "Si", "H", "H", "C", "C", "C", "H", "H", "H", "H", "H", "H", "H", "H", "H", "S", "C", "N"],
  "positions_angstrom": [[0.951, -2.419, 0.728], [-2.306, -2.333, -5.332], [2.090, -2.402, -0.240], [3.019, -3.543, 0.119], [2.546, -1.427, -0.131], [1.804, -2.534, -1.302], [3.352, -3.406, 1.148], [3.900, -3.550, -0.578], [2.497, -4.515, 0.112], [-0.125, -3.297, 0.247], [-0.132, -3.612, -1.259], [-1.034, -2.702, 0.425], [-0.089, -4.201, 0.899], [-0.311, -2.779, -1.967], [-0.958, -4.283, -1.469], [0.792, -4.124, -1.565], [-3.130, -1.828, -4.300], [-1.479, -1.313, -5.874], [-3.689, -2.940, -3.429], [-3.992, -1.241, -4.699], [-2.476, -1.167, -3.686], [-3.996, -3.820, -3.999], [-4.556, -2.555, -2.889], [-2.955, -3.248, -2.679], [-0.859, -1.852, -7.150], [-0.708, -1.101, -5.102], [-2.038, -0.375, -6.106], [-0.212, -2.702, -6.925], [-0.255, -1.115, -7.676], [-1.649, -2.184, -7.830], [-0.020, 1.330, -1.627], [1.701, 0.940, 2.066], [1.600, 2.250, 2.342], [0.431, 2.967, 2.145], [-0.847, 2.472, 1.995], [2.807, 2.971, 2.870], [3.669, 2.919, 2.197], [3.120, 2.621, 3.865], [2.554, 4.030, 2.985], [-1.967, 3.477, 2.094], [-2.429, 3.464, 3.095], [-2.742, 3.318, 1.337], [-1.542, 4.483, 1.956], [-1.134, 1.163, 1.872], [2.941, 0.279, 2.313], [3.937, 0.245, 1.320], [3.857, 1.078, 0.072], [4.950, -0.694, 1.484], [5.689, -0.802, 0.684], [5.001, -1.495, 2.623], [5.781, -2.249, 2.714], [4.075, -1.336, 3.654], [4.104, -1.950, 4.553], [3.069, -0.391, 3.537], [2.054, -0.175, 4.622], [-2.464, 0.760, 2.224], [-3.427, 0.551, 1.219], [-3.134, 0.880, -0.215], [-4.656, 0.027, 1.593], [-5.389, -0.199, 0.808], [-4.959, -0.196, 2.934], [-5.923, -0.630, 3.213], [-4.034, 0.126, 3.930], [-4.270, -0.008, 4.992], [-2.786, 0.634, 3.588], [-1.807, 1.050, 4.646], [0.213, -0.476, 2.013], [3.519, 0.475, -0.789], [4.856, 1.464, -0.190], [3.184, 1.935, 0.172], [1.645, 0.847, 4.638], [2.501, -0.365, 5.608], [1.209, -0.873, 4.523], [-4.058, 0.753, -0.802], [-2.379, 0.196, -0.630], [-2.791, 1.915, -0.371], [-0.926, 0.393, 4.659], [-2.284, 0.977, 5.634], [-1.473, 2.090, 4.523], [0.534, 4.054, 2.239], [0.291, 0.841, -2.511], [0.438, 2.646, -2.978], [1.175, 0.223, -2.376], [-0.529, 0.189, -2.857], [1.889, 2.501, -4.230], [0.894, 3.590, -1.442], [-1.451, 2.776, -3.245], [-1.933, 1.796, -3.355], [-1.788, 3.361, -4.097], [-1.885, 3.222, -2.342], [2.754, 2.132, -3.700], [2.247, 3.410, -4.717], [1.705, 1.785, -5.030], [1.669, 3.080, -0.841], [0.019, 3.659, -0.767], [1.235, 4.599, -1.595], [-1.142, -4.059, 4.569], [-0.734, -2.736, 3.856], [-0.417, -1.743, 3.241]],
  "lowdin_charge": [-0.24, -0.16, -0.22, -0.05, 0.08, 0.10, 0.07, 0.11, 0.09, -0.20, -0.08, 0.11, 0.14, 0.09, 0.08, 0.08, -0.30, -0.29, -0.07, 0.13, 0.10, 0.08, 0.07, 0.05, -0.07, 0.11, 0.13, 0.08, 0.07, 0.08, -0.03, 0.05, -0.30, -0.04, -0.31, 0.02, 0.10, 0.11, 0.09, 0.01, 0.10, 0.09, 0.10, 0.06, -0.25, -0.23, -0.03, -0.04, 0.13, -0.07, 0.11, -0.03, 0.12, -0.22, -0.04, -0.25, -0.22, -0.03, -0.04, 0.12, -0.06, 0.11, -0.03, 0.12, -0.23, -0.02, 0.86, 0.08, 0.10, 0.05, 0.08, 0.10, 0.04, 0.09, 0.08, 0.07, 0.06, 0.09, 0.08, 0.12, -0.19, 0.52, 0.02, 0.02, -0.18, -0.17, -0.17, 0.02, 0.02, 0.02, 0.02, 0.02, 0.03, 0.02, 0.03, 0.03, 0.75, -0.89, 0.03]
}


# 4
{
  "formula": "C2H8NS",
  "method": "ωB97M-V/def2-TZVPD",
  "spin_multiplicity": 1,
  "total_energy_ev": -14529.3802,
  "fmax_ev_per_a": 1.23,
  "charge": -1,
  "lumo_ev": 3.828,
  "homo_lumo_gap_ha": 0.230,
  "de_lowest_kcal_mol": 16.45,
  "symbols": ["S", "H", "C", "N", "C", "H", "H", "H", "H", "H", "H", "H"],
  "positions_angstrom": [[-0.834, 2.614, 0.234], [-1.593, 3.391, 1.022], [0.286, -1.217, -1.153], [0.882, -2.317, -0.386], [0.690, -2.124, 1.047], [0.976, -0.407, -1.257], [0.052, -1.628, -2.133], [-0.610, -0.911, -0.629], [1.880, -2.274, -0.551], [1.038, -1.175, 1.458], [1.120, -2.962, 1.588], [-0.370, -2.230, 1.280]],
  "nbo_charge": [-1.08, 0.08, -0.42, -0.63, -0.42, 0.18, 0.18, 0.22, 0.33, 0.18, 0.18, 0.19]
}


# 5
{
  "formula": "C17H16BrIIrN3O3Se",
  "method": "ωB97M-V/def2-TZVPD",
  "spin_multiplicity": 1,
  "total_energy_ev": -174814.8504,
  "fmax_ev_per_a": 2.04,
  "charge": 2,
  "lumo_ev": -7.805,
  "homo_lumo_gap_ha": 0.199,
  "de_lowest_kcal_mol": 0.00,
  "symbols": ["Ir", "O", "C", "C", "C", "N", "C", "Br", "C", "H", "H", "H", "H", "C", "N", "C", "C", "N", "C", "C", "Se", "H", "H", "H", "H", "H", "H", "H", "H", "I", "C", "C", "C", "C", "C", "C", "C", "O", "O", "H", "H", "H", "H"],
  "positions_angstrom": [[-0.290, 1.246, 0.463], [5.216, -0.731, 2.187], [4.093, -0.266, 1.680], [3.854, -0.100, 0.308], [2.640, 0.383, -0.098], [1.665, 0.718, 0.778], [1.920, 0.561, 2.092], [0.476, 1.105, 3.200], [3.087, 0.080, 2.600], [5.871, -0.959, 1.514], [4.606, -0.354, -0.427], [2.402, 0.514, -1.145], [3.248, -0.040, 3.661], [-2.593, 4.790, -0.165], [-1.160, 5.082, -0.064], [-0.644, 6.216, 0.502], [0.706, 6.141, 0.393], [0.993, 4.958, -0.235], [2.346, 4.506, -0.563], [-0.154, 4.306, -0.506], [-0.308, 2.686, -1.474], [-3.131, 5.732, -0.133], [-2.898, 4.153, 0.659], [-2.789, 4.287, -1.107], [-1.267, 6.990, 0.917], [1.473, 6.831, 0.699], [2.985, 5.379, -0.654], [2.331, 3.969, -1.506], [2.726, 3.859, 0.226], [-8.555, -1.344, -0.184], [-6.596, -0.698, -0.034], [-6.334, 0.656, 0.168], [-5.028, 1.087, 0.280], [-3.984, 0.165, 0.170], [-4.250, -1.190, -0.042], [-5.558, -1.622, -0.133], [-2.623, 0.619, 0.286], [-2.238, 1.704, 0.829], [-1.609, -0.042, -0.190], [-7.148, 1.363, 0.242], [-4.811, 2.134, 0.447], [-3.435, -1.898, -0.126], [-5.774, -2.671, -0.278]],
  "nbo_charge": [0.99, -0.59, 0.43, -0.31, 0.11, -0.59, 0.16, 0.20, -0.31, 0.51, 0.26, 0.24, 0.28, -0.41, -0.30, -0.02, -0.04, -0.30, -0.41, 0.20, 0.14, 0.24, 0.24, 0.24, 0.26, 0.26, 0.25, 0.24, 0.22, 0.27, -0.11, -0.23, -0.13, -0.24, -0.11, -0.24, 0.79, -0.62, -0.53, 0.25, 0.23, 0.24, 0.25]
}


# 6
{
  "formula": "C30H25AsGeN2OsS2",
  "method": "ωB97M-V/def2-TZVPD",
  "spin_multiplicity": 1,
  "total_energy_ev": -175986.0688,
  "fmax_ev_per_a": 4.94,
  "lumo_ev": [-1.646, -1.630],
  "homo_lumo_gap_ha": [0.229, 0.229],
  "de_lowest_kcal_mol": 45.56,
  "symbols": ["Os", "S", "C", "C", "C", "C", "N", "C", "C", "C", "S", "C", "N", "H", "H", "C", "Ge", "C", "C", "C", "H", "H", "H", "H", "H", "H", "H", "H", "H", "H", "C", "C", "C", "C", "C", "C", "As", "C", "C", "C", "C", "C", "C", "C", "C", "C", "C", "C", "C", "H", "H", "H", "H", "H", "H", "H", "H", "H", "H", "H", "H", "H"],
  "positions_angstrom": [[1.002, 0.443, 0.131], [1.795, 1.447, -1.861], [3.126, 2.402, -1.247], [3.653, 3.406, -2.059], [4.725, 4.177, -1.640], [5.234, 5.217, -2.476], [5.633, 6.055, -3.154], [5.302, 3.934, -0.377], [4.783, 2.933, 0.427], [3.694, 2.166, 0.011], [3.112, 0.912, 1.075], [6.408, 4.714, 0.080], [7.296, 5.328, 0.475], [3.213, 3.582, -3.032], [5.221, 2.738, 1.397], [1.149, 1.611, 4.136], [-0.329, 1.814, 2.834], [-1.397, 0.147, 2.864], [-1.430, 3.350, 3.400], [0.284, 2.052, 0.988], [0.728, 1.394, 5.118], [1.733, 2.528, 4.199], [1.814, 0.800, 3.845], [-1.965, 0.037, 3.787], [-0.739, -0.722, 2.773], [-2.098, 0.136, 2.026], [-1.749, 3.194, 4.430], [-2.315, 3.463, 2.775], [-0.856, 4.275, 3.356], [0.665, 3.043, 0.733], [1.103, -3.849, -3.927], [-0.224, -3.439, -3.934], [-0.742, -2.743, -2.853], [0.072, -2.441, -1.768], [1.402, -2.848, -1.766], [1.915, -3.559, -2.841], [-0.577, -1.434, -0.228], [-1.710, -2.799, 0.571], [-1.289, -3.922, 1.261], [-2.230, -4.842, 1.701], [-3.577, -4.628, 1.445], [-3.996, -3.502, 0.753], [-3.066, -2.573, 0.304], [-3.358, -1.352, -0.468], [-4.613, -0.850, -0.793], [-4.718, 0.336, -1.503], [-3.584, 1.039, -1.888], [-2.326, 0.547, -1.570], [-2.221, -0.647, -0.877], [1.503, -4.391, -4.774], [-0.855, -3.663, -4.784], [-1.779, -2.428, -2.854], [2.043, -2.607, -0.923], [2.946, -3.885, -2.835], [-0.235, -4.080, 1.452], [-1.911, -5.725, 2.239], [-4.306, -5.353, 1.784], [-5.050, -3.359, 0.551], [-5.509, -1.373, -0.483], [-5.698, 0.727, -1.744], [-3.677, 1.978, -2.418], [-1.427, 1.089, -1.842]],
  "nbo_charge": [0.34, 0.06, -0.21, -0.16, -0.13, 0.27, -0.28, -0.14, -0.16, -0.19, -0.04, 0.27, -0.29, 0.24, 0.24, -1.06, 1.51, -1.09, -1.06, -0.67, 0.23, 0.24, 0.24, 0.24, 0.22, 0.23, 0.23, 0.23, 0.23, 0.20, -0.20, -0.22, -0.15, -0.34, -0.21, -0.20, 0.97, -0.30, -0.20, -0.21, -0.19, -0.21, 0.00, 0.01, -0.22, -0.19, -0.20, -0.20, -0.33, 0.22, 0.22, 0.21, 0.22, 0.22, 0.22, 0.22, 0.22, 0.21, 0.21, 0.22, 0.22, 0.24]
}